[1]
Molecular formula: C57H131N5O23S6
Method: DFT, ωB97M-V with the def2-TZVPD basis set

Geometry as XYZ:
```
222
Properties=species:S:1:pos:R:3
C 19.44 17.62 13.70
C 20.48 18.74 13.32
C 21.63 18.55 14.33
C 22.93 19.25 13.97
C 23.37 18.77 12.56
C 22.33 19.04 11.50
N 21.07 18.43 12.03
O 20.05 18.41 11.03
C 22.23 20.53 11.07
C 22.68 18.16 10.21
C 19.79 20.07 13.43
H 18.50 17.77 13.18
H 19.28 17.65 14.80
H 19.83 16.65 13.52
H 21.37 18.90 15.32
H 21.87 17.49 14.36
H 23.75 18.97 14.64
H 22.82 20.32 13.83
H 23.48 17.71 12.71
H 24.29 19.30 12.34
H 22.26 21.26 11.87
H 23.08 20.74 10.43
H 21.28 20.60 10.48
H 21.95 18.32 9.37
H 23.65 18.46 9.84
H 22.54 17.11 10.52
H 18.98 20.02 14.16
H 19.22 20.39 12.55
H 20.43 20.88 13.72
H 19.96 19.34 10.71
C 11.30 13.08 17.62
C 11.30 12.98 16.10
C 12.35 13.97 15.51
C 12.75 13.67 14.14
C 13.10 12.21 13.99
C 12.01 11.22 14.39
N 11.65 11.52 15.80
O 10.54 10.72 16.13
C 10.84 11.27 13.35
C 12.65 9.86 14.29
C 9.97 13.44 15.60
H 10.68 13.93 17.91
H 12.30 13.15 18.04
H 10.84 12.21 18.06
H 12.00 14.90 15.94
H 13.21 13.81 16.18
H 13.62 14.35 13.85
H 12.03 13.84 13.31
H 13.98 12.11 14.70
H 13.50 11.95 13.01
H 11.35 11.17 12.42
H 10.15 10.43 13.48
H 10.12 12.12 13.40
H 11.94 9.00 14.50
H 12.97 9.69 13.21
H 13.52 9.71 14.94
H 9.91 13.81 14.57
H 9.64 14.27 16.14
H 9.19 12.69 15.74
H 9.95 10.75 15.37
C 15.58 8.81 10.40
C 16.32 10.16 10.41
C 16.51 10.50 11.88
C 17.60 11.54 12.03
C 18.95 11.07 11.38
C 18.73 10.75 9.89
N 17.56 9.91 9.79
O 17.32 9.67 8.40
C 18.80 12.12 9.13
C 19.92 9.90 9.39
C 15.52 11.19 9.61
H 16.09 8.04 10.96
H 15.35 8.39 9.38
H 14.58 8.90 10.88
H 15.50 10.70 12.28
H 16.79 9.57 12.46
H 17.71 11.88 13.02
H 17.23 12.44 11.43
H 19.27 10.27 12.06
H 19.76 11.82 11.46
H 18.70 11.85 8.09
H 17.97 12.81 9.46
H 19.67 12.74 9.34
H 20.21 9.19 10.24
H 19.64 9.29 8.51
H 20.81 10.49 9.23
H 15.03 10.67 8.79
H 16.08 12.14 9.28
H 14.78 11.80 10.26
H 17.08 10.57 8.07
C 19.02 16.18 20.56
C 18.39 15.15 19.63
C 18.34 15.70 18.22
C 19.74 15.72 17.51
C 20.29 14.34 17.46
C 20.47 13.76 18.94
N 19.07 13.85 19.60
O 19.25 13.36 20.92
C 20.87 12.30 18.91
C 21.64 14.49 19.64
C 16.96 14.89 20.13
H 18.40 17.12 20.41
H 20.07 16.42 20.22
H 19.00 15.90 21.66
H 17.61 15.06 17.65
H 17.85 16.71 18.26
H 20.40 16.36 18.07
H 19.60 16.08 16.49
H 21.34 14.38 17.06
H 19.60 13.69 16.86
H 21.66 12.13 18.19
H 21.28 12.02 19.85
H 20.04 11.64 18.80
H 21.76 15.47 19.16
H 21.48 14.70 20.75
H 22.59 13.90 19.62
H 16.96 14.60 21.17
H 16.40 14.33 19.38
H 16.42 15.84 20.25
H 18.90 12.44 21.00
O 16.13 14.56 8.98
S 16.01 15.20 10.26
O 15.13 14.69 11.22
O 17.40 15.06 10.93
C 18.61 15.51 10.31
C 19.80 15.07 11.26
C 15.81 16.90 10.13
H 18.55 16.57 10.32
H 18.62 15.17 9.26
H 19.44 15.24 12.28
H 20.69 15.62 11.01
H 19.95 14.02 11.15
H 15.91 17.30 11.16
H 14.76 17.10 9.78
H 16.49 17.31 9.39
O 17.17 7.18 16.63
S 16.77 8.55 16.60
O 16.18 8.94 15.37
O 15.60 8.79 17.61
C 14.87 10.05 17.58
C 13.47 9.94 18.03
C 18.11 9.58 16.94
H 14.94 10.48 16.52
H 15.43 10.72 18.28
H 13.04 10.93 17.92
H 13.31 9.73 19.09
H 12.93 9.30 17.33
H 18.94 9.16 16.45
H 18.37 9.55 18.02
H 17.92 10.57 16.65
O 12.93 17.88 17.27
S 13.51 17.73 18.57
O 14.76 18.34 18.90
O 12.49 18.15 19.68
C 12.39 19.60 20.03
C 11.66 19.69 21.32
C 13.49 16.02 19.02
H 11.86 20.10 19.18
H 13.40 19.96 20.06
H 12.14 19.08 22.03
H 10.65 19.31 21.20
H 11.56 20.82 21.59
H 12.49 15.68 18.87
H 13.90 15.85 19.98
H 14.17 15.62 18.26
O 18.19 10.62 20.36
S 17.32 9.89 21.23
O 17.49 9.89 22.68
O 15.76 10.18 20.80
C 15.35 11.57 21.11
C 14.64 11.47 22.45
C 17.40 8.26 20.64
H 14.70 11.92 20.31
H 16.23 12.22 21.20
H 14.20 12.47 22.67
H 15.37 11.27 23.27
H 13.86 10.69 22.44
H 18.40 7.90 21.03
H 17.47 8.28 19.56
H 16.68 7.52 21.03
O 16.16 19.73 12.81
S 15.18 19.50 13.81
O 14.20 20.49 14.09
O 14.52 18.14 13.38
C 13.10 17.92 13.53
C 12.66 17.29 12.26
C 16.03 18.95 15.31
H 12.54 18.86 13.70
H 12.96 17.31 14.39
H 13.33 16.49 12.02
H 12.57 17.95 11.46
H 11.64 16.97 12.45
H 16.69 18.13 15.04
H 15.25 18.67 16.00
H 16.62 19.73 15.70
O 18.70 19.09 16.85
S 19.40 19.41 18.07
O 20.55 18.62 18.54
O 19.77 21.00 18.04
C 20.79 21.40 17.08
C 20.73 22.87 17.00
C 18.08 19.58 19.33
H 20.62 20.86 16.20
H 21.72 21.09 17.58
H 20.77 23.32 18.03
H 19.72 23.15 16.58
H 21.45 23.35 16.33
H 17.64 18.59 19.37
H 17.35 20.23 18.95
H 18.48 19.90 20.26
C 15.53 14.79 15.93
O 15.26 14.49 17.10
N 16.35 14.00 15.17
C 16.68 14.28 13.74
C 16.88 12.74 15.74
H 14.95 15.55 15.33
H 16.18 13.54 13.17
H 17.74 14.17 13.52
H 16.39 15.30 13.50
H 17.96 12.68 15.67
H 16.48 12.75 16.73
H 16.34 11.98 15.19
```

Results
- Frontier orbital gap: 8.5268 eV
- SMILES: CC1(C)CCCC(C)(C)N1O.CC1(C)CCCC(C)(C)N1O.CC1(C)CCCC(C)(C)N1O.CC1(C)CCCC(C)(C)N1O.CCOS(C)(=O)=O.CCOS(C)(=O)=O.CCOS(C)(=O)=O.CCOS(C)(=O)=O.CCOS(C)(=O)=O.CCOS(C)(=O)=O.CN(C)C=O
- Total charge: 0
- LUMO energy: 0.23 eV
- Calculated total energy: -6643.4810 Ha
- Max |F|: 3.94 eV Å⁻¹
- Highest occupied orbital energy: -0.305 hartree



[2]
Molecular formula: C23H43LaN2OP3S
Method: DFT, ωB97M-V with the def2-TZVPD basis set

Geometry as XYZ:
```
74
Properties=species:S:1:pos:R:3
La 0.41 -0.13 -0.10
P 1.94 2.04 1.33
P -1.46 1.08 2.13
P -1.44 2.63 -1.07
H 0.31 -3.91 -6.70
C 0.53 -2.95 -7.18
C 1.74 -2.37 -7.08
H 2.55 -2.77 -6.45
C 3.47 1.35 2.08
C 1.50 3.23 2.66
C 2.71 3.23 0.14
C -3.08 0.24 1.93
C -1.09 0.51 3.84
C -2.08 2.75 2.62
C -1.13 3.06 -2.79
C -0.98 4.17 -0.26
C -3.23 2.48 -0.94
H -0.25 -2.48 -7.78
H 1.96 -1.47 -7.68
H 3.85 0.51 1.47
H 3.26 1.00 3.10
H 4.24 2.14 2.12
H 1.11 2.69 3.54
H 0.74 3.94 2.30
H 2.40 3.79 2.96
H 3.09 2.68 -0.74
H 3.55 3.73 0.65
H 1.97 3.97 -0.18
H -3.74 0.52 2.76
H -2.93 -0.84 1.93
H -3.56 0.54 0.99
H -1.91 0.82 4.51
H -0.16 0.96 4.20
H -1.00 -0.58 3.87
H -2.69 2.66 3.53
H -2.71 3.19 1.84
H -1.23 3.41 2.84
H -1.90 3.79 -3.05
H -1.20 2.18 -3.44
H -0.11 3.44 -2.91
H -1.59 4.95 -0.74
H 0.08 4.41 -0.40
H -1.18 4.19 0.82
H -3.65 3.16 -1.70
H -3.59 2.70 0.07
H -3.52 1.45 -1.19
C 0.67 -0.62 -3.37
C -0.71 -0.72 -3.64
C -1.28 -1.95 -3.94
C -0.47 -3.11 -4.06
C 0.92 -2.98 -3.90
C 1.48 -1.72 -3.74
S 1.39 0.78 -2.65
H -1.06 1.24 -1.36
H -1.30 0.21 -3.67
H -2.36 -2.02 -4.10
H -0.87 -4.09 -4.29
H 1.57 -3.83 -3.94
H 2.55 -1.57 -3.84
N 0.97 -5.25 5.28
C 0.57 -5.33 3.96
O 0.35 -6.38 3.38
C 0.53 -4.03 3.23
C -0.11 -3.96 1.98
C -0.08 -2.78 1.22
N 0.67 -1.69 1.65
C 1.23 -1.73 2.90
C 1.21 -2.88 3.68
H 0.96 -6.11 5.82
H 0.94 -4.37 5.79
H -0.61 -4.84 1.61
H -0.64 -2.70 0.27
H 1.70 -0.80 3.25
H 1.76 -2.85 4.61
```

Results
- Frontier orbital gap: 4.4701 eV
- Total charge: +3
- LUMO energy: -10.59 eV
- Calculated total energy: -2539.7999 Ha
- Relative energy (zero: lowest compared OMol25 entry of this formula, charge and spin): 0.0000 eV
- Max |F|: 3.43 eV Å⁻¹
- Highest occupied orbital energy: -0.553 hartree